{"formula": "C17H13NO3", "method": "the ωB97M-V functional and the def2-TZVPD basis", "relative_energy_ev": 11.0805, "orbital_gap_ha": 0.27235, "fmax_ha_per_bohr": 0.347, "homo_energy_ev": -8.0883, "species": ["C", "O", "C", "O", "C", "C", "N", "C", "C", "C", "C", "C", "C", "C", "O", "C", "C", "C", "C", "C", "C", "H", "H", "H", "H", "H", "H", "H", "H", "H", "H", "H", "H", "H"], "positions_angstrom": [[-2.871, 2.250, -3.347], [-1.862, 1.660, -2.781], [-1.931, 0.917, -1.816], [-3.039, 0.489, -1.555], [-0.565, 0.434, -1.131], [-0.766, -0.225, 0.009], [0.130, -0.577, 0.976], [-0.064, -1.237, 2.144], [0.326, -0.728, 3.400], [0.141, -1.847, 4.362], [-0.846, -2.820, 4.415], [-1.514, -3.169, 3.089], [-0.819, -2.452, 2.006], [1.720, -0.188, 0.685], [2.498, -0.630, 1.350], [1.610, 0.357, -0.589], [3.196, 0.799, -0.784], [3.446, 1.329, -2.063], [2.398, 1.946, -2.872], [0.952, 1.540, -2.556], [0.692, 0.951, -1.414], [-2.977, 3.202, -3.220], [-3.653, 1.606, -2.895], [-2.759, 1.872, -4.450], [-1.936, -0.453, 0.347], [0.962, -0.040, 3.497], [0.298, -1.451, 5.352], [-1.021, -3.385, 5.213], [-2.007, -3.979, 3.055], [-1.372, -2.585, 0.985], [3.947, 0.658, -0.132], [4.486, 1.606, -2.297], [2.732, 2.434, -3.751], [0.468, 1.720, -3.234]], "forces_ev_per_a": [[-4.24, -7.07, -4.85], [8.83, 3.63, -2.06], [-0.18, -5.22, 4.37], [0.05, -1.13, 2.19], [-4.81, 1.50, -0.86], [-4.06, -1.94, 3.96], [2.88, 2.50, -2.53], [-2.18, -1.14, 1.53], [-4.91, -11.04, -1.89], [-1.73, 4.03, 1.64], [-0.06, 1.34, -7.80], [9.24, 8.26, 1.84], [-4.70, -0.93, 0.27], [-10.52, 0.22, -4.01], [6.02, -2.38, 5.11], [10.13, 4.01, 0.00], [-6.88, 0.06, -5.76], [-0.55, 2.27, 1.12], [-2.19, -4.39, 3.15], [16.28, 1.15, 7.16], [-1.12, -3.48, 1.90], [-0.24, 5.74, 0.75], [-1.25, 1.38, -0.91], [-0.76, 1.53, 1.49], [3.18, 0.52, -1.20], [4.64, 5.75, 1.16], [1.17, -0.45, 0.69], [-0.70, -1.95, 3.43], [-4.14, -5.52, -0.93], [1.73, 0.01, 1.59], [2.19, -1.00, 2.36], [-0.46, -0.23, -0.06], [-0.31, 0.49, -0.81], [-10.35, 3.50, -12.04]], "nbo_charge": [-0.265, -0.481, 0.814, -0.650, -0.260, 0.128, -0.494, 0.146, -0.170, -0.209, -0.202, -0.144, -0.233, 0.718, -0.509, -0.179, -0.077, -0.268, -0.116, -0.133, -0.036, 0.178, 0.230, 0.176, 0.251, 0.196, 0.198, 0.197, 0.184, 0.214, 0.210, 0.207, 0.210, 0.166]}